50
Properties=species:S:1:pos:R:3 method="wB97M-V/def2-TZVPD" homo_lumo_gap_ev=7.6349 charge=0 e_above_lowest_kcal_mol=0.0 max_force_ev_per_a=0.41 e_homo_ev=-8.2
Mo 0.1073 -0.3350 0.0703
N -0.2575 -0.4135 2.2786
C 0.8347 -1.1264 2.9674
C 2.1352 -0.6319 2.3640
O 3.1920 -0.6559 2.9772
N 1.9216 -0.1517 1.1298
C 2.9581 0.6459 0.5151
C 2.2512 1.6724 -0.3393
O 2.7394 2.6772 -0.7794
O 0.9879 1.3127 -0.5882
H -0.3109 0.5508 2.6021
H -1.1543 -0.8361 2.4851
H 0.7172 -2.1933 2.7615
H 0.8334 -0.9690 4.0453
H 3.6229 0.0563 -0.1282
H 3.5802 1.1373 1.2639
C 2.4181 -3.0699 -0.1490
O 0.9913 -3.2878 -0.0717
C 0.1465 -2.2979 0.1137
C -1.2647 -2.8551 0.2317
H 2.7565 -3.5399 -1.0684
H 2.8560 -3.5661 0.7149
H 2.6512 -2.0139 -0.1508
H -1.2056 -3.8965 0.5502
H -1.7584 -2.8016 -0.7418
H -1.8884 -2.2955 0.9277
C -0.0272 -2.3538 -3.4336
S 0.3462 -0.7509 -2.7972
O 0.5498 0.1198 -3.9065
O 1.4670 -0.9123 -1.8394
O -0.8234 -0.3825 -1.9204
H 0.6680 -2.5587 -4.2438
H -1.0458 -2.3336 -3.8142
H 0.0779 -3.0920 -2.6420
C -0.6106 3.2594 1.3186
Ge -1.7602 2.4217 -0.0237
C -1.4224 2.8733 -1.8732
C -3.5812 3.0210 0.3907
C -1.8138 0.4483 0.3635
H -0.2667 4.2337 0.9717
H 0.2792 2.6724 1.5443
H -1.1892 3.4096 2.2323
H -1.4121 3.9619 -1.9529
H -2.2416 2.4896 -2.4815
H -0.4809 2.4833 -2.2467
H -3.6412 4.1004 0.2413
H -3.8460 2.8050 1.4262
H -4.3154 2.5477 -0.2611
H -2.4896 0.0253 -0.3831
H -2.2817 0.3959 1.3491

51
Properties=species:S:1:pos:R:3 method="wB97M-V/def2-TZVPD" homo_lumo_gap_ev=7.5708 charge=+2 e_above_lowest_kcal_mol=0.0 max_force_ev_per_a=5.33 e_homo_ev=-16.1
Ti 0.5523 0.5027 -0.2861
C -1.4931 -0.6554 2.0536
O -0.2779 -0.9778 1.3349
C -0.1635 -2.3963 1.1039
C 0.4139 -2.5751 -0.2933
O 1.5278 -1.7227 -0.5859
C 2.7958 -2.1285 0.0020
C 3.5895 -0.8852 0.4114
O 2.7945 0.0261 1.1393
C 2.9747 -0.0613 2.5746
H -2.3218 -0.7561 1.3326
H -1.5948 -1.2904 2.9410
H -1.3894 0.3992 2.3792
H 0.4027 -2.8902 1.8987
H -1.1815 -2.8279 1.1449
H 0.6605 -3.6359 -0.4408
H -0.3619 -2.3327 -1.0186
H 2.5988 -2.7462 0.8821
H 3.3563 -2.7253 -0.7357
H 4.4701 -1.2136 1.0042
H 3.9694 -0.3623 -0.4648
H 3.9817 0.2948 2.8376
H 2.2514 0.6072 3.0327
H 2.8608 -1.1089 2.9331
C -4.3045 -0.6683 -2.4328
C -2.9893 -0.5989 -1.7086
N -2.5540 -1.6057 -0.9620
O -3.4878 -2.6992 -1.1452
C -2.1879 0.5991 -1.7608
C -2.5685 1.7636 -2.6660
N -1.1110 0.6303 -0.9755
O -0.4527 1.9617 -0.8270
H -4.9033 -1.4897 -2.0166
H -4.1423 -0.8989 -3.4998
H -4.8239 0.2873 -2.3330
H -3.0934 -3.3983 -0.5951
H -2.9242 1.4015 -3.6338
H -1.6653 2.3723 -2.8034
H -3.3575 2.3679 -2.1848
O 2.3816 1.5737 -1.2567
C 2.0792 1.0789 -2.4371
O 1.0581 0.3451 -2.6192
H 2.7907 1.2596 -3.2586
N 0.1006 3.5535 2.7559
C 0.6791 2.9173 1.6901
N 1.2826 3.6697 0.7660
O 0.6683 1.6432 1.5646
H 0.3218 4.5350 2.9228
H 0.0194 3.0005 3.5971
H 1.1110 4.6646 0.7031
H 1.6570 3.1959 -0.0643

48
Properties=species:S:1:pos:R:3 method="wB97M-V/def2-TZVPD" homo_lumo_gap_ev="4.9736 / 5.1605" charge=+2 e_above_lowest_kcal_mol=0.0 max_force_ev_per_a=3.87 e_homo_ev="-15.4 / -15.5"
Tl 0.8682 -1.6839 0.9546
P -1.6735 -0.0676 1.2504
C -3.0275 -0.6015 0.1215
C -2.6881 -0.2840 -1.3026
N -1.4029 -0.0763 -1.5797
C -1.0473 0.2490 -2.8209
C -1.9772 0.3790 -3.8599
C -3.3200 0.1194 -3.5882
C -3.6838 -0.2176 -2.2819
C 0.4113 0.5077 -3.0645
P 1.4142 -0.3169 -1.7541
H -4.7154 -0.3920 -1.9797
H -1.6015 0.6561 -4.8454
H -4.0673 0.1810 -4.3851
H 0.6881 0.1739 -4.0734
H 0.6456 1.5797 -3.0005
H -3.1309 -1.6859 0.2871
H -3.9667 -0.1252 0.4248
H 0.6377 -4.7765 -0.0635
O -0.1763 -4.2197 -0.0875
H -0.9178 -4.8419 -0.0615
H 3.3325 -3.3546 0.5545
O 2.8496 -3.8238 -0.1617
H 3.4628 -4.5020 -0.4693
C 1.8863 -1.7587 -2.7807
H 2.3099 -1.3934 -3.7323
H 2.5921 -2.3967 -2.2379
H 0.9626 -2.3260 -2.9530
C 2.9367 0.6943 -2.0217
H 3.7272 0.2800 -1.3872
H 3.2406 0.7046 -3.0793
H 2.6958 1.7006 -1.6547
C -2.1638 1.6851 1.4751
H -3.1792 1.7337 1.8768
H -1.4505 2.1723 2.1448
H -2.0917 2.1848 0.5083
C -2.3850 -0.7115 2.7990
H -1.7071 -0.3965 3.6097
H -3.4041 -0.3189 2.9532
H -2.3793 -1.8097 2.7440
C 3.1980 1.6646 2.7387
S 1.4648 1.3501 2.3643
O 1.1745 0.0270 3.0031
O 0.6163 2.4393 2.8504
O 1.4825 1.2325 0.8820
H 3.3922 1.8741 3.7896
H 3.5237 2.5159 2.1448
H 3.7807 0.7916 2.4338

72
Properties=species:S:1:pos:R:3 method="wB97M-V/def2-TZVPD" homo_lumo_gap_ev=6.0635 charge=-1 e_above_lowest_kcal_mol=0.0 max_force_ev_per_a=0.82 e_homo_ev=-4.9
F 2.2235 1.0040 2.3114
Al 1.8176 2.6350 2.0935
S -0.4120 3.2221 1.7443
H 2.2759 3.4317 3.3988
H 2.5262 3.1933 0.7423
H -1.1243 2.3218 2.4268
C -0.1804 -1.9446 -0.9998
C -1.5567 -1.3998 -0.6861
O -1.6373 -1.4784 0.7493
S -0.1827 -1.2076 1.3843
O -0.0654 0.1602 1.7189
O 0.0796 -2.2504 2.3174
O 0.6534 -1.4436 0.0490
H -0.1785 -3.0339 -0.9690
H 0.2065 -1.6052 -1.9564
H -2.3474 -1.9841 -1.1456
H -1.6592 -0.3515 -0.9698
C 0.3251 -1.0273 -5.8201
C -0.7560 -0.1860 -6.4691
O -1.9432 -0.5205 -5.7289
S -1.5651 -0.8078 -4.2066
O -1.7780 0.3566 -3.4287
O -2.1332 -2.0582 -3.8326
O 0.0057 -0.9847 -4.4237
H 0.2847 -2.0658 -6.1550
H 1.3238 -0.6296 -5.9766
H -0.9039 -0.4209 -7.5192
H -0.5623 0.8816 -6.3530
C 5.2338 2.3172 4.4849
C 6.4738 2.4380 5.3488
O 6.9239 3.7823 5.1344
S 5.6523 4.7385 4.8899
O 5.3185 5.3934 6.1073
O 5.9003 5.4871 3.7099
O 4.5987 3.5906 4.6220
H 5.4752 2.1627 3.4322
H 4.5551 1.5362 4.8151
H 7.2580 1.7396 5.0690
H 6.2362 2.3194 6.4086
C -2.6002 -1.8146 4.5528
C -3.1572 -0.8984 3.4856
O -4.5422 -0.7328 3.8583
S -4.6860 -0.7716 5.4411
O -4.7414 0.5490 5.9615
O -5.6950 -1.7181 5.7731
O -3.2495 -1.3792 5.7638
H -2.8711 -2.8562 4.3722
H -1.5224 -1.7315 4.6576
H -3.0887 -1.3200 2.4905
H -2.6752 0.0809 3.5064
C 1.1644 5.5782 -1.5992
C 0.0477 4.5703 -1.7385
O -0.2075 4.5341 -3.1656
S 1.1404 4.7774 -3.9603
O 1.6905 3.5330 -4.3807
O 0.9201 5.8107 -4.9148
O 2.0042 5.3309 -2.7495
H 0.7989 6.6050 -1.6595
H 1.7361 5.4399 -0.6851
H -0.8560 4.8482 -1.2061
H 0.3689 3.5809 -1.4123
C -1.9292 -6.7188 -3.5688
C -3.3082 -6.1654 -3.2687
O -3.4227 -6.2831 -1.8440
S -1.9948 -6.0615 -1.1627
O -1.8787 -4.7096 -0.7484
O -1.7494 -7.1376 -0.2739
O -1.1178 -6.2418 -2.4895
H -1.9205 -7.8105 -3.5559
H -1.5265 -6.3602 -4.5123
H -4.1054 -6.7287 -3.7454
H -3.3877 -5.1106 -3.5401

54
Properties=species:S:1:pos:R:3 method="wB97M-V/def2-TZVPD" spin_multiplicity=2 homo_lumo_gap_ev="6.9200 / 6.8326" charge=-2 e_above_lowest_kcal_mol=4.6 max_force_ev_per_a=1.29 e_homo_ev="-2.6 / -2.6"
Cu -0.5278 -1.5508 -1.9614
O -3.5078 0.7729 -2.4600
C -2.4691 0.1425 -2.4963
O -2.0260 -0.5951 -1.5230
C -1.5056 0.2589 -3.7257
O -1.7762 1.0085 -4.6464
O -0.4274 -0.4467 -3.6110
Cl 3.0756 -0.1467 -3.8892
Ge 1.8006 -1.9339 -4.4885
Cl 3.6871 -3.3536 -4.8286
Cl 1.3544 -2.6362 -2.1055
C 3.5495 0.5975 0.0843
Si 2.2439 -0.1127 1.2498
C 2.5901 -1.9531 1.5490
C 2.5060 0.7690 2.9236
As 0.2159 -0.0861 0.0340
Si -1.3887 -0.9099 1.5515
C -3.1807 -0.3332 1.4163
C -0.8357 -0.5377 3.3437
C -1.2804 -2.7819 1.3112
Si -0.1807 2.1939 -0.3424
C 0.6539 3.2379 1.0242
C -1.9914 2.7401 -0.3591
C 0.6976 2.6324 -1.9544
H 4.5673 0.3453 0.3917
H 3.4742 1.6868 0.0254
H 3.3955 0.2042 -0.9217
H 3.6384 -2.1533 1.7822
H 2.3354 -2.5052 0.6411
H 1.9795 -2.3486 2.3648
H 3.5466 0.6483 3.2359
H 1.8670 0.3641 3.7103
H 2.3016 1.8385 2.8463
H -3.3517 0.6288 1.9053
H -3.8405 -1.0761 1.8704
H -3.4611 -0.2527 0.3656
H -0.6981 0.5353 3.5002
H 0.1125 -1.0348 3.5628
H -1.5780 -0.8945 4.0626
H -1.4960 -3.0064 0.2630
H -1.9927 -3.3404 1.9205
H -0.2711 -3.1441 1.5234
H 0.2742 2.9727 2.0145
H 0.4604 4.3008 0.8591
H 1.7358 3.0853 1.0242
H -2.6302 1.9935 0.1139
H -2.3542 2.8405 -1.3823
H -2.1310 3.6922 0.1579
H 1.6909 2.1795 -1.9870
H 0.8005 3.7114 -2.0949
H 0.1419 2.2339 -2.8063
Se -2.0616 -3.5929 -2.7154
C -3.4235 -3.4570 -1.5393
N -4.3091 -3.4312 -0.7901